(1)
Here is a single C12H11FO molecule at a distorted geometry from OMol25. Energies are from ωB97M-V/def2-TZVPD.

Summary:
**LUMO level**: -0.091 eV
**E_HOMO**: -0.3027 Ha
**HOMO-LUMO gap**: 8.1 eV

Geometry (Å):
C  2.354  0.937  2.720
C  2.669  -0.238  1.986
C  1.115  1.530  2.487
C  1.836  -0.703  1.035
C  0.251  1.084  1.561
C  0.559  -0.103  0.844
C  -2.639  0.297  -0.624
C  -1.907  -0.286  0.318
C  -2.146  0.386  -2.005
C  -0.505  -0.640  0.000
C  -0.613  0.034  -2.009
C  -0.295  -1.063  -2.955
O  -2.770  0.695  -3.024
F  0.270  1.008  -2.119
H  3.125  1.258  3.466
H  3.593  -0.585  2.432
H  0.826  2.333  3.115
H  2.039  -1.644  0.507
H  -0.801  1.468  1.298
H  -3.844  0.493  -0.490
H  -2.276  -0.548  1.292
H  -0.356  -1.701  -0.275
H  -0.529  -0.695  -3.937
H  -0.763  -2.007  -2.665
H  0.806  -1.309  -2.958



(2)
Here is a 2-piece molecular cluster, C6H11NS overall at a distorted geometry from OMol25. Energies are from ωB97M-V/def2-TZVPD.

Summary:
**LUMO level**: 0.648 eV
**E_HOMO**: -0.2830 Ha
**HOMO-LUMO gap**: 8.3 eV
**SMILES**: C/C=C/SC.CC#N

Geometry (Å):
C  1.714  -1.218  0.076
C  -0.966  1.284  0.264
C  -1.238  0.020  0.586
C  2.699  -1.921  0.926
C  -0.063  2.203  1.125
C  -2.035  -0.450  -2.258
N  1.015  -0.603  -0.603
S  -2.179  -1.047  -0.577
H  -1.420  1.845  -0.618
H  -0.846  -0.475  1.409
H  2.447  -1.518  1.910
H  3.783  -1.695  0.766
H  2.367  -2.995  0.999
H  0.032  1.894  2.113
H  -0.465  3.236  1.079
H  0.905  2.205  0.730
H  -0.964  0.001  -2.501
H  -2.584  0.447  -2.383
H  -2.204  -1.211  -3.042



(3)
Here is a 2-piece molecular cluster, C4H15N2O overall at a distorted geometry from OMol25. Energies are from ωB97M-V/def2-TZVPD.

Summary:
**LUMO level**: -2.816 eV
**E_HOMO**: -0.5201 Ha
**HOMO-LUMO gap**: 11.3 eV
**Charge**: +1

Geometry (Å):
C  -1.989  0.959  -1.031
C  -0.864  0.480  -0.111
C  0.468  0.863  -0.715
C  1.684  -0.008  -0.395
N  1.467  -1.401  -0.849
N  -0.940  -1.031  0.053
H  -1.828  0.479  -1.993
H  -2.992  0.765  -0.652
H  -1.933  2.045  -1.102
H  -1.170  0.807  0.876
H  0.716  1.878  -0.364
H  0.483  1.059  -1.783
H  2.500  0.442  -0.963
H  2.000  0.032  0.609
H  1.751  -1.471  -1.819
H  2.070  -2.038  -0.338
H  -0.691  -1.290  1.009
H  -1.791  -1.451  -0.319
H  -0.130  -1.449  -0.497
H  0.117  -0.032  3.468
H  0.691  1.068  2.577
O  0.108  0.301  2.564



(4)
Here is a single C22H26F2N4 molecule at a distorted geometry from OMol25. Energies are from ωB97M-V/def2-TZVPD.

Summary:
**LUMO level**: 0.743 eV
**E_HOMO**: -0.3051 Ha
**HOMO-LUMO gap**: 9.0 eV
**SMILES**: Cc1ccccc1-c1nn(-c2ccc(F)cc2F)cc1CNCCCN(C)C

Geometry (Å):
C  -0.384  1.308  1.729
C  -0.978  1.984  0.532
C  -2.105  2.782  0.666
C  -2.703  3.377  -0.431
C  -2.173  3.183  -1.694
C  -1.048  2.393  -1.847
C  -0.446  1.790  -0.747
C  0.739  0.956  -0.970
N  1.879  1.156  -0.339
N  2.742  0.234  -0.789
C  2.149  -0.574  -1.712
C  0.859  -0.139  -1.872
C  -0.216  -0.752  -2.717
N  -1.400  -1.158  -1.983
H  -1.850  -0.339  -1.585
C  -1.142  -2.126  -0.932
C  -2.445  -2.786  -0.481
C  -3.368  -1.845  0.293
N  -2.752  -1.243  1.467
C  -2.447  -2.221  2.492
H  -1.709  -2.928  2.119
H  -2.022  -1.709  3.355
H  -3.337  -2.780  2.821
C  -3.610  -0.202  1.999
H  -4.596  -0.585  2.308
H  -3.756  0.565  1.240
H  -3.129  0.252  2.864
H  -3.667  -1.029  -0.369
H  -4.283  -2.402  0.571
H  -2.983  -3.126  -1.367
H  -2.208  -3.662  0.124
H  -0.636  -1.687  -0.059
H  -0.487  -2.896  -1.352
H  0.191  -1.638  -3.216
H  -0.539  -0.048  -3.491
H  2.660  -1.377  -2.198
C  4.042  0.232  -0.296
C  4.998  -0.739  -0.603
C  6.278  -0.692  -0.084
C  6.611  0.346  0.764
C  5.694  1.328  1.099
C  4.424  1.263  0.567
H  3.684  2.010  0.803
H  5.980  2.127  1.763
F  7.856  0.397  1.273
H  6.993  -1.457  -0.341
F  4.707  -1.771  -1.422
H  -0.618  2.255  -2.828
H  -2.629  3.646  -2.556
H  -3.580  3.995  -0.299
H  -2.521  2.943  1.651
H  0.701  1.335  1.685
H  -0.706  0.266  1.747
H  -0.719  1.788  2.645



(5)
Here is C29H45N7RuS4 as an isolated structure at a distorted geometry from OMol25. Energies are from ωB97M-V/def2-TZVPD.

Summary:
**LUMO level (alpha / beta)**: -3.457 / -3.675 eV
**E_HOMO (alpha / beta)**: -0.3656 / -0.3667 Ha
**HOMO-LUMO gap (alpha / beta)**: 6.5 / 6.3 eV
**Charge**: +1
**2S+1**: 2

Geometry (Å):
Ru  0.303  -0.271  0.265
C  1.195  0.849  2.222
C  -0.072  1.458  2.172
C  -0.081  2.266  0.953
C  1.162  2.049  0.314
C  1.975  1.187  1.084
C  3.445  0.856  0.844
C  4.060  0.283  2.124
C  4.185  2.147  0.460
C  3.634  -0.167  -0.284
C  -0.994  3.406  0.500
C  -0.646  4.625  1.378
C  -2.497  3.111  0.553
C  -0.692  3.819  -0.948
C  -1.102  1.174  3.282
C  -0.414  0.439  4.443
C  -1.719  2.441  3.891
C  -2.226  0.251  2.779
H  1.561  0.254  3.039
H  1.505  2.579  -0.559
H  3.912  0.952  2.975
H  5.134  0.145  1.986
H  3.625  -0.691  2.368
H  4.002  2.939  1.190
H  3.872  2.507  -0.522
H  5.260  1.962  0.418
H  3.108  -1.098  -0.072
H  4.696  -0.395  -0.408
H  3.263  0.224  -1.234
H  -0.920  4.484  2.418
H  -1.176  5.503  1.003
H  0.426  4.831  1.335
H  -2.845  2.803  1.534
H  -2.758  2.327  -0.154
H  -3.044  4.016  0.280
H  0.319  4.209  -1.074
H  -1.384  4.611  -1.235
H  -0.855  2.986  -1.636
H  0.444  0.996  4.825
H  -0.089  -0.563  4.152
H  -1.128  0.326  5.259
H  -0.947  3.083  4.320
H  -2.395  2.147  4.696
H  -2.300  3.024  3.183
H  -1.806  -0.659  2.351
H  -2.846  0.733  2.024
H  -2.869  -0.032  3.615
N  0.205  0.637  -2.183
N  -0.941  0.218  -2.854
C  -1.992  -0.282  -2.180
N  -3.008  -0.722  -2.923
S  -2.114  -0.309  -0.494
H  0.348  1.631  -2.315
H  1.011  0.117  -2.519
H  -0.886  0.084  -3.853
H  -3.001  -0.695  -3.929
H  -3.801  -1.127  -2.457
S  1.437  -7.034  1.369
C  1.512  -5.721  0.372
S  0.177  -4.643  0.107
C  1.219  -3.543  -0.775
N  2.416  -3.990  -0.921
N  2.574  -5.218  -0.331
C  3.864  -5.831  -0.488
C  4.985  -5.008  -0.531
C  6.240  -5.570  -0.701
C  6.377  -6.945  -0.832
C  5.251  -7.753  -0.805
C  3.988  -7.203  -0.637
S  0.650  -2.063  -1.462
H  4.864  -3.936  -0.457
H  7.112  -4.930  -0.737
H  7.358  -7.384  -0.961
H  5.348  -8.824  -0.923
H  3.115  -7.837  -0.623
C  1.571  -3.926  4.292
N  2.051  -3.420  3.005
C  3.432  -3.714  2.618
C  1.342  -2.569  2.319
N  0.685  -1.856  1.688
H  2.153  -3.496  5.109
H  1.674  -5.010  4.306
H  0.522  -3.670  4.421
H  4.121  -3.320  3.367
H  3.645  -3.253  1.658
H  3.563  -4.793  2.536



(6)
Here is a 3-piece molecular cluster, C2H9NO4 overall at a distorted geometry from OMol25. Energies are from ωB97M-V/def2-TZVPD.

Summary:
**LUMO level**: 0.314 eV
**E_HOMO**: -0.3850 Ha
**HOMO-LUMO gap**: 10.8 eV
**SMILES**: NCC(=O)O.O.O

Geometry (Å):
O  0.151  1.793  0.133
C  0.950  1.442  -0.691
O  1.209  2.331  -1.702
C  1.824  0.225  -0.817
N  1.426  -0.709  0.283
H  0.955  3.222  -1.428
H  1.869  -0.052  -1.858
H  2.850  0.543  -0.481
H  0.714  -1.367  -0.026
H  2.214  -1.355  0.336
H  -3.214  -3.895  -0.010
H  -1.874  -3.994  -0.586
O  -2.616  -4.572  -0.347
H  -2.138  1.337  2.417
H  -1.947  2.841  2.679
O  -2.374  2.210  2.097



Listing E for the structures above in their given order: -17384.0892 -18723.4241 -9413.0426 -34630.9503 -87150.0862 -11899.6721 eV.